Record 1
Formula: C30H53NO15
Source: the OMol25 dataset
Level of theory: the ωB97M-V functional and the def2-TZVPD basis

ORCA input file:
```
! RIJCOSX wB97M-V def2-TZVPD def2/J DEFGRID3
* xyz 0 1
C -2.78367 -5.00692 -7.25556
N -1.66482 -4.46687 -6.52391
C -0.40637 -5.14035 -6.80304
C 0.39402 -5.61864 -5.64676
C 1.46795 -5.03547 -5.10812
C 2.07856 -3.69200 -5.28019
C 0.96672 -2.64166 -5.25955
O 1.51565 -1.31507 -5.11456
C 1.55000 -0.66685 -6.33583
C 2.74420 -0.92200 -7.20673
O 0.65629 0.10029 -6.67124
C 2.16955 -6.11937 -4.37196
O 3.34601 -6.22593 -4.23605
O 1.31330 -7.21700 -4.20489
C 0.12726 -6.79260 -4.77475
O -0.95249 -7.10856 -4.37913
H -3.71148 -4.58670 -6.89128
H -2.72964 -4.76501 -8.31130
H -2.87965 -6.09350 -7.19015
H -1.84621 -4.45947 -5.53280
H -0.59161 -6.02168 -7.42071
H 0.26193 -4.54284 -7.42196
H 2.74773 -3.57719 -6.11985
H 2.62598 -3.48957 -4.36574
H 0.37198 -2.78447 -4.36702
H 0.29264 -2.68306 -6.10735
H 3.66760 -0.68271 -6.69290
H 2.66723 -0.30062 -8.08377
H 2.79594 -1.95842 -7.51600
C -2.59054 0.56036 -0.89434
C -2.21734 -0.83828 -1.33429
O -2.73277 -1.15953 -2.63182
C -2.10629 -0.81416 -3.77379
C -0.94608 0.15151 -3.72422
O -2.52450 -1.24593 -4.81233
H -2.16823 1.31666 -1.55563
H -2.22840 0.75372 0.11580
H -3.67406 0.68567 -0.90935
H -1.14005 -1.00475 -1.29977
H -2.66908 -1.56915 -0.66587
H -1.30873 1.15749 -3.93307
H -0.23577 -0.13470 -4.49104
H -0.41601 0.15293 -2.77406
C -3.41742 2.96369 3.74429
C -2.60559 1.70994 3.49367
O -1.64638 1.89293 2.45100
C -0.42925 2.43814 2.64965
C -0.12403 3.11798 3.96201
O 0.35829 2.41468 1.74798
H -2.78972 3.78778 4.08222
H -4.17861 2.77875 4.50242
H -3.90780 3.28346 2.82514
H -2.12237 1.34035 4.39913
H -3.25912 0.91507 3.13791
H -0.29408 4.18836 3.84292
H 0.91734 2.94469 4.19463
H -0.70330 2.75138 4.80429
C 5.51670 3.23880 7.62797
C 5.01130 2.90493 6.24029
O 3.78909 2.15941 6.28270
C 2.58433 2.72782 6.39921
C 2.47294 4.19719 6.71966
O 1.61253 2.02406 6.31099
H 4.81853 3.87381 8.17139
H 6.47583 3.75413 7.56503
H 5.64097 2.32951 8.21397
H 4.89796 3.78911 5.61142
H 5.71900 2.25058 5.73546
H 2.34532 4.30143 7.79628
H 1.59166 4.58978 6.21784
H 3.32540 4.79065 6.40001
C -4.71468 1.29806 -4.21035
C -5.75608 2.39405 -4.14654
O -5.25811 3.57119 -3.50401
C -4.54598 4.51444 -4.14742
C -4.03722 4.23982 -5.54506
O -4.28388 5.53088 -3.57224
H -3.85111 1.59677 -4.80531
H -5.13136 0.39225 -4.64921
H -4.35388 1.06553 -3.20954
H -6.16419 2.63617 -5.12901
H -6.59352 2.07279 -3.52997
H -3.01013 3.88456 -5.47791
H -4.05024 5.17515 -6.09797
H -4.62724 3.51818 -6.10425
C 3.96747 -1.96967 8.14327
C 4.11668 -1.44611 9.55663
O 4.27920 -0.02697 9.58395
C 3.24268 0.82824 9.55315
C 1.85478 0.31636 9.25618
O 3.46300 1.99902 9.69926
H 3.07552 -1.57327 7.65872
H 3.90308 -3.05797 8.14592
H 4.82404 -1.67006 7.54024
H 3.29145 -1.75071 10.20149
H 5.02674 -1.84171 10.00348
H 1.66867 0.45300 8.19028
H 1.14589 0.91736 9.81968
H 1.68209 -0.72333 9.52397
*
```

Properties
E: -64171.4303 eV



Record 2
Formula: C30H53NO4SSbSiW
Source: the OMol25 dataset
Level of theory: the ωB97M-V functional and the def2-TZVPD basis

ORCA input file:
```
! RIJCOSX wB97M-V def2-TZVPD def2/J DEFGRID3
* xyz 3 1
W -0.03136 -1.30816 1.79607
C -0.26050 -4.02661 3.27991
C -1.47172 -3.07170 3.12033
C -1.43137 -1.68634 3.66905
C -2.61757 -0.84111 3.53096
C -2.58419 0.61483 3.79795
C -3.76815 -1.41242 2.98108
C -3.87766 -2.76062 2.65484
C -5.19558 -3.44042 2.26073
C -2.75633 -3.58192 2.83727
H 0.29087 -3.62348 4.11779
H 0.43263 -4.03693 2.39953
H -0.61941 -5.01115 3.47719
H -0.88791 -1.55725 4.55713
H -3.56641 0.91275 4.10970
H -2.31530 1.21065 2.89546
H -1.98286 0.84974 4.61009
H -4.72579 -0.89777 2.90197
H -5.80380 -2.69772 1.74457
H -5.72986 -3.70555 3.15867
H -4.95581 -4.25859 1.55979
H -2.87155 -4.72214 2.70255
O -2.78606 4.54568 -4.05930
S -1.63586 5.22231 -3.41625
O -0.63135 4.37162 -2.77992
O 0.00576 -2.58322 0.45114
O -0.87663 0.25160 1.45024
C 2.99031 -2.87251 3.48345
Si 2.92337 -1.02787 3.63326
C 4.49818 -0.21607 3.24035
C 2.53248 -0.56411 5.42665
N 1.57970 -0.41302 2.51686
C 1.61295 1.05704 2.66374
C 0.73884 1.78538 3.55166
C 0.96692 3.12806 3.83250
C 1.97937 3.81512 3.13289
C 2.87932 3.05746 2.39148
C 2.66258 1.73438 2.13584
H 4.08340 -3.06318 3.66568
H 2.83829 -3.21271 2.43577
H 2.49757 -3.53252 4.21100
H 5.32896 -0.89057 3.55785
H 4.63436 0.76538 3.72206
H 4.61863 -0.07797 2.18265
H 2.55316 -1.45857 6.06307
H 1.50471 -0.16116 5.60155
H 3.30506 0.10116 5.80086
H -0.08669 1.21859 4.03858
H 0.33294 3.56682 4.61556
H 2.08202 4.89926 3.27182
H 3.83813 3.49609 2.16993
H 3.24959 1.22541 1.38598
C 1.01043 4.36476 -7.18765
C 0.07463 5.37170 -6.71503
C 0.64480 6.29257 -5.69906
C -1.27928 5.40844 -7.29980
Sb 0.01754 -0.99607 -1.09366
C -2.03876 -0.70075 -2.23357
C -2.87401 -1.99011 -2.06260
C -1.58904 -0.43013 -3.66564
C -2.60689 0.51053 -1.54975
C 1.61777 -2.44685 -2.06809
C 2.25052 -1.74767 -3.24847
C 2.72598 -2.67877 -1.01810
C 0.79145 -3.72229 -2.38254
H 0.57241 3.70714 -7.95079
H 1.33759 3.74656 -6.27623
H 1.94952 4.83208 -7.43962
H 0.56638 5.94676 -4.65396
H 0.27512 7.33764 -5.74712
H 1.71998 6.42665 -5.84056
H -2.07483 5.53285 -6.53718
H -1.42462 4.50402 -7.89646
H -1.38015 6.31901 -7.91809
H -2.29134 -2.88353 -2.38588
H -3.76443 -1.94152 -2.69437
H -3.15552 -2.19964 -0.99195
H -1.19420 -1.35422 -4.14784
H -0.84953 0.31748 -3.48486
H -2.42720 -0.00675 -4.20854
H -2.14408 0.52995 -0.51806
H -3.64640 0.38899 -1.34394
H -2.47521 1.55403 -1.95744
H 2.90037 -0.98180 -2.84069
H 1.52435 -1.19802 -3.90475
H 2.84940 -2.48058 -3.83064
H 3.31678 -1.80596 -0.72545
H 3.46638 -3.32229 -1.46103
H 2.40049 -3.15722 -0.12508
H 1.31778 -4.38830 -3.03970
H -0.14431 -3.46104 -2.91915
H 0.53971 -4.31359 -1.47627
*
```

Properties
E: -68697.6518 eV



Record 3
Formula: C30H54F2N3O5S2
Source: the OMol25 dataset
Level of theory: the ωB97M-V functional and the def2-TZVPD basis

ORCA input file:
```
! RIJCOSX wB97M-V def2-TZVPD def2/J DEFGRID3
* xyz 1 1
C -2.06874 -1.49440 -6.36774
C -1.69796 -1.98367 -4.96708
C -0.20110 -1.79048 -4.62956
C 0.35185 -2.81037 -3.59350
C 1.78504 -3.21855 -4.07008
C 0.38969 -2.31976 -2.13341
C -0.68394 -2.79954 -1.09417
C -2.16165 -2.78742 -1.49768
C -3.10473 -3.81897 -0.77810
N -2.47720 -4.95246 -0.13115
C -0.20435 -1.89574 0.08407
C -0.60197 -2.29692 1.47136
C -2.08894 -1.89935 1.69593
F 0.12622 -1.69115 2.46865
N 0.49504 -0.91481 -0.31532
C 1.16004 0.09227 0.54881
C 2.40280 -0.43453 1.24689
O 3.54368 -0.53298 0.38362
C 3.79812 -1.81459 -0.03042
O 3.76149 -2.05039 -1.17310
C 4.18027 -2.92395 0.93944
C 3.37410 -4.20400 0.63400
C 0.58749 -0.84759 -1.81075
F -0.67154 -0.27968 -2.10783
C 1.73496 -0.08536 -2.41694
C 1.38321 1.34534 -2.88846
C 2.30972 2.39847 -2.21926
S 1.22201 3.37585 -1.10176
C 2.36825 4.20581 0.01444
S 3.41478 5.27373 -0.64149
N 2.32318 3.87444 1.35167
C 0.96362 4.08518 1.90246
C 0.89310 3.92784 3.41529
O 1.85835 4.70911 4.10668
C 3.11805 4.22635 3.64785
C 3.26374 4.63988 2.17541
H -1.46980 -1.98726 -7.13657
H -2.03041 -0.40635 -6.45157
H -3.10744 -1.78172 -6.56509
H -2.30394 -1.47700 -4.20641
H -1.92211 -3.05456 -4.88522
H 0.34183 -1.97579 -5.56293
H -0.00379 -0.74762 -4.37009
H -0.23413 -3.73455 -3.64071
H 1.75264 -4.05745 -4.76634
H 2.21370 -2.38275 -4.63351
H 2.47710 -3.40527 -3.24389
H 1.29768 -2.78601 -1.71566
H -0.27920 -3.76995 -0.78272
H -2.18013 -3.01094 -2.56740
H -2.50601 -1.75281 -1.41555
H -3.80763 -4.16881 -1.53809
H -3.70871 -3.27482 -0.05148
H -2.14382 -4.74441 0.79940
H -1.76442 -5.39605 -0.69457
H -0.49407 -3.38232 1.52320
H -2.63664 -2.72918 2.13862
H -2.56461 -1.50614 0.79895
H -2.08527 -1.08387 2.42350
H 0.44490 0.35526 1.33245
H 1.33264 1.01539 -0.01055
H 2.25691 -1.39059 1.75522
H 2.65164 0.29055 2.02801
H 5.25169 -3.10543 1.00101
H 3.86189 -2.61847 1.94487
H 3.16418 -4.31220 -0.43421
H 2.40304 -4.18959 1.13880
H 3.94126 -5.08863 0.91998
H 2.61044 -0.02706 -1.77379
H 2.05703 -0.65104 -3.29125
H 1.53654 1.44188 -3.96356
H 0.35851 1.65735 -2.67339
H 2.76773 3.06301 -2.94879
H 3.06466 1.94621 -1.57399
H 0.53444 5.05208 1.60176
H 0.30252 3.31604 1.48030
H -0.09305 4.22920 3.77370
H 1.04432 2.88318 3.72598
H 3.17676 3.13442 3.76005
H 3.88752 4.71501 4.24528
H 4.30717 4.48338 1.90507
H 3.01986 5.70972 2.15456
O -2.17283 1.92195 3.48569
C -3.02981 2.71644 3.78378
O -3.87490 2.42572 4.78277
C -4.79245 3.36773 5.35576
C -6.09393 3.41661 4.58341
C -3.23058 3.99148 2.99696
H -4.32942 4.35045 5.45475
H -4.98369 3.01361 6.36768
H -5.94035 3.75651 3.55848
H -6.80093 4.09078 5.06726
H -6.53952 2.42293 4.52981
H -3.86709 3.78323 2.13776
H -2.25883 4.33425 2.64661
H -3.65579 4.80665 3.57715
*
```

Properties
E: -73791.6618 eV



Record 4
Formula: C30H55AsCdGeN7O6S2Se3Te
Source: the OMol25 dataset
Level of theory: the ωB97M-V functional and the def2-TZVPD basis

ORCA input file:
```
! RIJCOSX wB97M-V def2-TZVPD def2/J DEFGRID3
* xyz -1 1
Cd -0.00077 -0.36708 -1.35002
O 0.48987 3.55542 -3.94123
As -0.62104 2.55748 -2.82680
O -2.01067 2.59727 -3.65243
O 0.24214 1.16227 -2.85846
C -0.60646 3.89827 -1.42166
C -0.61859 5.24291 -1.75585
C -0.74738 6.19329 -0.75637
C -0.86194 5.80992 0.57219
C -0.86483 4.46397 0.90358
C -0.75854 3.52943 -0.10699
S -0.80262 1.77264 0.11756
O -1.31413 1.48260 1.43727
O -1.68704 1.28400 -0.94193
O 0.58947 1.36537 -0.08948
H 0.16762 3.42764 -4.83397
H -0.53946 5.52676 -2.79657
H -0.75903 7.24265 -1.01766
H -0.96681 6.55616 1.34693
H -0.95298 4.12970 1.92656
C -1.99970 -6.47229 -1.70113
Te -0.67327 -4.79949 -1.19388
C -0.21598 -5.67708 0.74240
H -2.78740 -6.58222 -0.96515
H -1.46518 -7.41019 -1.78000
H -2.44408 -6.24061 -2.65976
H 0.32340 -6.60914 0.62751
H -1.12611 -5.85776 1.30260
H 0.40510 -4.96271 1.26892
C 0.96957 3.23545 6.32113
Ge 0.20299 1.91422 5.02228
C -0.06114 0.21182 6.01981
C -1.58224 2.53477 4.43594
C 1.52735 1.84039 3.52918
Se 1.43619 0.29126 2.33307
C 2.25759 -1.01068 3.56027
H 0.26620 3.42093 7.12651
H 1.18697 4.18551 5.83945
H 1.89042 2.86090 6.75903
H -0.75982 0.38695 6.83316
H 0.86490 -0.15921 6.44660
H -0.47879 -0.55191 5.37321
H -2.34486 2.17732 5.12295
H -1.79197 2.14232 3.44629
H -1.64290 3.61909 4.39645
H 2.55125 1.92501 3.90191
H 1.33941 2.68577 2.86434
H 1.63577 -1.13918 4.43959
H 3.26119 -0.69917 3.84464
H 2.29655 -1.94284 3.00009
C -3.29505 -0.48033 -3.60376
N -2.27463 -0.17674 -4.56788
C -2.36804 0.71515 -5.59425
C -1.15063 0.78091 -6.18521
N -0.32034 -0.07453 -5.51470
C 1.09114 -0.19778 -5.72885
C -1.01586 -0.64016 -4.51657
Se -0.44138 -1.98673 -3.41537
H -4.27266 -0.27891 -4.03792
H -3.15436 0.13314 -2.70776
H -3.21768 -1.53365 -3.32657
H -3.26571 1.26100 -5.79534
H -0.80627 1.35723 -7.02042
H 1.31592 -0.14123 -6.79235
H 1.44656 -1.14302 -5.32198
H 1.62518 0.59603 -5.20106
Se 1.17020 -2.12961 0.15008
C 2.86278 -2.60165 -0.62596
C 2.96087 -3.15206 -1.89774
C 4.21211 -3.51528 -2.36259
N 5.33047 -3.37733 -1.66918
C 5.23318 -2.83784 -0.46376
C 4.03923 -2.43627 0.10688
H 2.08294 -3.29928 -2.51394
H 4.31961 -3.94888 -3.34825
H 6.17010 -2.74398 0.07423
H 4.00597 -2.00914 1.09939
C -4.27930 -0.68745 2.61683
C -3.26456 -1.58726 1.90802
C -1.96197 -1.59684 2.72160
C -3.79377 -3.01965 1.77111
N -3.10791 -1.00486 0.56864
N -2.14078 -1.63650 -0.26603
H -4.54870 -1.09368 3.58916
H -5.18016 -0.58252 2.01721
H -3.83769 0.29739 2.75141
H -2.17829 -1.83717 3.76100
H -1.49133 -0.61630 2.66770
H -1.25463 -2.33597 2.34487
H -3.93274 -3.45300 2.75876
H -3.08026 -3.63951 1.22668
H -4.74167 -3.03436 1.23803
H -2.82127 -0.03184 0.67114
H -2.59798 -2.40982 -0.75921
H -1.39280 -2.05461 0.30083
S 3.63564 -0.39563 -3.44351
C 3.62385 0.74568 -2.25871
N 2.99061 1.93265 -2.32708
C 3.17368 2.69574 -1.10991
C 4.00119 1.75531 -0.21500
N 4.39093 0.70835 -1.13847
H 2.12058 2.00232 -2.84560
H 2.21567 2.94677 -0.64862
H 3.72382 3.61867 -1.33716
H 3.39469 1.35868 0.61315
H 4.88928 2.24491 0.19565
H 4.74398 -0.17645 -0.80375
*
```

Properties
E: -401643.0563 eV



Record 5
Formula: C30H55BCl3F2N3O6S2
Source: the OMol25 dataset
Level of theory: the ωB97M-V functional and the def2-TZVPD basis

ORCA input file:
```
! RIJCOSX wB97M-V def2-TZVPD def2/J DEFGRID3
* xyz 0 1
H -2.11791 -0.71284 4.60008
N -1.14906 -0.32848 4.78444
C -0.19238 -1.22644 4.28910
C 1.37101 -0.73016 4.62793
C -0.61397 -2.61266 3.56663
C -0.56319 -2.64609 1.89420
C 0.60161 -1.60000 1.45520
C 1.03576 -1.54922 -0.12155
C -0.03840 -0.70301 -1.08639
C 0.74676 0.38325 -2.05427
C -0.25427 1.54153 -2.68996
C -0.04756 2.93782 -1.83758
C -0.94625 2.79237 -0.46331
C -1.93989 4.13733 -0.42656
C -3.11336 3.81368 -1.57349
C -4.29431 4.95012 -1.47643
C -2.03476 -2.22451 1.29202
S -2.59221 -0.46749 1.78844
C -3.28007 -3.20114 1.72720
O -4.18144 -3.32073 0.54308
S -2.72766 -4.95892 2.21322
O -3.37426 -5.15615 3.64450
O -3.41600 -6.06933 1.34728
O -1.06927 -5.13900 2.44615
C -0.23839 -4.25029 1.56292
C 1.31099 -4.68771 1.91852
C 2.23421 -5.20163 0.68141
F 3.62206 -5.36478 1.26930
B -0.56144 -4.75978 0.05099
N -0.72163 -6.29392 -0.11288
O -0.73718 -3.98838 -1.18461
H 2.12581 -1.63328 4.49457
H 1.43834 -0.21182 5.67984
H 1.67900 0.05745 3.79145
H -1.70121 -2.88679 3.98007
H 0.08522 -3.45069 4.05223
H 0.28114 -0.46955 1.68479
H 1.62823 -1.72309 2.05370
H 1.36142 -2.56543 -0.59517
H 2.01888 -0.86927 -0.15189
H -0.65070 -1.40493 -1.80179
H -0.80155 -0.09726 -0.43892
H 1.51702 0.94223 -1.36013
H 1.33028 -0.16268 -2.91042
H -1.38559 1.23328 -2.69898
H 0.08127 1.68608 -3.82561
H -0.41317 3.81712 -2.54714
H 1.06895 3.15225 -1.53121
H -1.69372 1.88122 -0.63891
H -0.31752 2.66188 0.51602
H -2.38241 4.18847 0.66267
H -1.34662 5.11585 -0.67053
H -2.60437 3.77048 -2.62943
H -3.55954 2.73587 -1.37429
H -5.32530 4.40002 -1.66163
H -4.14512 5.84276 -2.25406
H -4.34261 5.35465 -0.36544
H -2.07205 -2.17491 0.10111
H -3.86689 -0.20616 1.27626
H -3.86831 -2.65226 2.57899
H -5.12078 -3.11157 0.82167
H 1.30394 -5.58086 2.71128
H 1.92914 -3.82959 2.47353
H 1.98202 -6.30116 0.29147
H 2.39648 -4.43273 -0.19685
H -1.62323 -6.51887 -0.59532
H 0.02600 -6.59258 -0.80563
H -1.72752 -3.81362 -1.32034
C 1.43029 2.99154 -6.62849
O 1.80588 2.38729 -5.40029
C 2.81975 1.38547 -5.52130
C 4.25976 1.94160 -5.61724
C 4.60119 2.52234 -6.98754
N 4.51271 2.96284 -4.58988
H 1.46373 2.28619 -7.46388
H 2.06927 3.85373 -6.82923
H 0.40472 3.35984 -6.52608
H 2.75155 0.78767 -4.60304
H 2.59453 0.70380 -6.34981
H 4.94581 1.10334 -5.44351
H 4.16311 3.51114 -7.14698
H 5.68622 2.63747 -7.09059
H 4.25742 1.86256 -7.79096
H 4.37993 2.53806 -3.66997
H 3.75388 3.64781 -4.64947
Cl 5.73747 -1.07573 -4.23447
C 4.34865 -2.17445 -4.29451
Cl 3.14165 -1.71837 -3.08021
Cl 3.63006 -2.18083 -5.91413
H 4.69898 -3.18498 -4.06926
F 0.06092 3.95330 5.16112
C -0.85731 3.65969 6.09131
C -1.35088 2.36271 6.18009
C -2.30318 2.05535 7.15181
C -2.75976 3.05213 8.01769
C -2.26196 4.35215 7.91733
C -1.30158 4.65648 6.95292
H -0.99062 1.60356 5.49353
H -2.68961 1.04254 7.23451
H -3.50581 2.81299 8.77253
H -2.62185 5.12723 8.58966
H -0.89732 5.65961 6.86680
*
```

Properties
E: -114094.7828 eV